Record 1
79
Properties=species:S:1:pos:R:3:forces:R:3 method="wB97M-V/def2-TZVPD" smiles="CCN[C@H](CCCSC(=S)n1ccnc1)OC=O.CCN(CC)CC.CCN(CC)CC" multiplicity=1 e_lumo_ev=-1.2
C 2.218 4.900 4.447 -0.801 0.236 -0.251
C 0.799 4.411 4.769 0.380 -0.133 0.642
N 0.504 3.067 4.259 0.088 0.953 -0.457
C 0.551 2.971 2.821 -0.811 -0.886 -0.209
C -0.826 2.933 2.137 0.281 0.599 -0.331
C -0.959 4.023 1.058 0.094 -1.201 -0.647
C -0.584 3.411 -0.309 -0.289 1.024 0.809
S -0.674 4.683 -1.610 0.361 -0.451 -0.749
C 0.971 5.348 -1.676 -0.554 -0.432 0.318
S 1.811 5.828 -0.399 0.425 -0.062 0.209
N 1.472 5.445 -3.001 -0.838 0.263 2.078
C 2.272 4.542 -3.621 0.149 -0.251 -0.166
C 2.431 5.061 -4.858 0.658 -0.874 -0.470
N 1.766 6.219 -4.986 -0.189 1.107 -1.353
C 1.182 6.445 -3.852 0.179 -0.033 -0.590
O 1.161 1.696 2.475 0.808 0.400 0.174
C 2.492 1.657 2.777 0.228 -1.514 1.096
O 2.957 0.827 3.523 -0.467 1.035 -1.144
H 2.607 5.424 5.310 0.278 0.043 0.094
H 2.169 5.613 3.630 0.269 0.052 -0.214
H 2.875 4.084 4.171 0.161 -0.147 0.130
H 0.058 5.162 4.480 -0.040 0.068 -0.267
H 0.721 4.349 5.851 -0.118 -0.153 0.148
H -0.437 2.848 4.554 0.028 -0.373 0.146
H 1.134 3.769 2.360 0.302 0.108 0.282
H -0.930 1.973 1.639 -0.101 -0.259 0.144
H -1.632 3.017 2.861 -0.006 0.040 0.201
H -0.290 4.862 1.205 -0.242 0.302 0.380
H -1.996 4.325 0.962 -0.082 0.454 0.172
H 0.382 2.918 -0.283 0.199 0.075 -0.216
H -1.344 2.687 -0.581 -0.036 -0.206 -0.247
H 2.643 3.646 -3.174 -0.009 -0.159 0.304
H 2.995 4.597 -5.642 0.134 0.135 -0.342
H 0.550 7.282 -3.638 -0.158 0.167 0.327
H 3.127 2.391 2.253 -0.246 0.186 0.030
C 3.611 -1.157 -2.686 0.011 -0.005 -0.025
C 2.980 -0.863 -1.333 0.205 -0.146 -0.046
N 1.563 -1.165 -1.274 -0.242 0.180 0.013
C 0.923 -0.662 -0.068 -0.095 0.169 0.127
C 1.344 -1.243 1.286 -0.137 -0.117 0.013
C 1.186 -2.510 -1.666 0.092 -0.237 -0.189
C 1.793 -3.680 -0.878 -0.174 -0.142 -0.036
H 3.107 -0.605 -3.481 -0.053 -0.040 0.004
H 4.659 -0.854 -2.676 -0.003 0.010 0.016
H 3.585 -2.219 -2.932 0.000 0.006 -0.003
H 3.109 0.205 -1.131 -0.122 -0.001 0.115
H 3.554 -1.396 -0.558 0.042 0.036 0.006
H -0.160 -0.775 -0.177 0.012 -0.097 -0.087
H 1.092 0.421 -0.035 0.107 -0.011 -0.058
H 0.920 -2.233 1.456 0.076 -0.056 -0.068
H 0.975 -0.602 2.083 0.001 -0.007 0.022
H 2.427 -1.306 1.396 0.003 -0.001 -0.018
H 1.438 -2.643 -2.721 0.068 0.080 0.016
H 0.095 -2.590 -1.635 -0.011 0.134 0.115
H 2.855 -3.539 -0.673 -0.003 0.040 0.000
H 1.692 -4.602 -1.455 0.011 0.016 -0.013
H 1.275 -3.841 0.066 0.105 0.033 0.075
C -2.541 -3.231 1.245 0.038 0.002 0.000
C -3.543 -4.290 0.806 0.213 -0.001 0.112
N -3.991 -4.131 -0.565 -0.181 0.036 -0.070
C -5.114 -4.990 -0.902 -0.226 -0.032 0.024
C -4.897 -6.508 -0.895 -0.077 -0.049 -0.094
C -2.938 -4.050 -1.560 0.276 0.125 -0.052
C -1.962 -5.229 -1.675 0.058 0.038 -0.194
H -2.956 -2.228 1.131 0.003 -0.004 -0.065
H -2.290 -3.375 2.296 -0.013 -0.007 0.003
H -1.608 -3.285 0.680 -0.002 0.008 0.010
H -4.415 -4.215 1.460 -0.093 -0.074 -0.108
H -3.102 -5.283 0.989 0.003 -0.001 0.048
H -5.497 -4.693 -1.883 0.114 0.043 -0.034
H -5.925 -4.760 -0.203 0.088 0.042 0.087
H -4.349 -6.846 -1.773 0.080 -0.004 0.038
H -5.864 -7.015 -0.912 -0.006 0.024 0.011
H -4.369 -6.848 -0.004 0.019 0.026 0.005
H -2.355 -3.147 -1.360 -0.032 -0.010 0.078
H -3.393 -3.867 -2.537 -0.147 -0.073 0.049
H -1.647 -5.610 -0.703 -0.027 0.023 0.020
H -1.063 -4.903 -2.204 0.005 0.005 0.021
H -2.382 -6.051 -2.252 -0.020 -0.073 0.101

=====

Record 2
95
Properties=species:S:1:pos:R:3:forces:R:3 method="wB97M-V/def2-TZVPD" de_lowest_kcal_mol=14.6 multiplicity=1 e_lumo_ev=0.3
Au 1.619 0.971 -0.794 0.346 -0.005 -0.161
C -4.456 0.330 -3.616 0.008 0.025 -0.007
C -3.972 -0.360 -2.358 -0.043 -0.005 -0.031
C -4.003 -1.870 -2.473 0.082 0.000 0.003
O -2.597 0.046 -2.139 -0.039 -0.021 0.036
P -2.124 0.912 -0.902 -0.143 0.050 -0.175
O -0.794 1.475 -1.158 0.051 0.048 0.189
C -2.318 -0.100 0.572 0.018 -0.049 0.137
P -1.068 -1.385 0.817 -0.158 0.000 0.192
O 0.300 -0.867 0.910 -0.020 -0.101 -0.047
O -1.426 -2.394 -0.331 -0.037 -0.005 -0.054
C -0.512 -3.222 -1.127 0.083 0.018 0.079
C 0.518 -3.896 -0.242 0.002 0.008 -0.014
C 0.088 -2.377 -2.222 0.056 0.019 -0.081
O -1.452 -2.100 2.185 0.105 0.055 -0.069
C -2.661 -2.741 2.649 -0.031 0.069 -0.026
C -3.512 -1.728 3.390 -0.078 0.005 0.057
C -3.434 -3.475 1.570 0.035 -0.021 -0.006
O -3.267 1.984 -0.633 0.021 -0.003 0.008
C -3.288 3.225 -1.409 -0.009 -0.006 0.051
C -4.736 3.656 -1.478 -0.028 -0.012 -0.005
C -2.400 4.249 -0.735 0.020 -0.004 -0.013
H -5.489 0.051 -3.828 0.004 -0.001 0.008
H -3.833 0.035 -4.461 -0.004 0.013 0.007
H -4.404 1.414 -3.510 0.000 -0.025 -0.020
H -4.574 -0.030 -1.506 -0.006 -0.010 0.022
H -3.379 -2.184 -3.313 -0.017 -0.012 0.021
H -5.022 -2.215 -2.649 -0.003 0.018 0.008
H -3.616 -2.337 -1.568 -0.002 -0.013 -0.014
H -3.318 -0.540 0.572 0.019 -0.006 -0.070
H -2.257 0.564 1.438 0.024 0.037 -0.044
H -1.185 -3.972 -1.543 -0.024 -0.004 -0.033
H 1.189 -3.153 0.189 -0.002 -0.024 -0.002
H 1.108 -4.587 -0.845 -0.002 0.007 -0.002
H 0.041 -4.461 0.561 0.006 0.006 0.007
H 0.806 -1.652 -1.831 -0.048 -0.014 0.011
H -0.691 -1.843 -2.766 0.022 -0.008 0.005
H 0.629 -3.010 -2.928 -0.021 -0.016 0.022
H -2.288 -3.470 3.369 0.003 -0.032 -0.001
H -3.959 -0.996 2.714 0.036 -0.036 0.006
H -2.914 -1.200 4.133 -0.005 0.001 -0.014
H -4.323 -2.245 3.905 0.001 0.027 0.010
H -3.840 -2.793 0.821 -0.001 -0.001 0.014
H -4.269 -3.996 2.040 0.009 -0.003 -0.007
H -2.810 -4.207 1.060 -0.009 0.009 -0.004
H -2.909 2.998 -2.409 0.025 0.018 -0.018
H -5.114 3.854 -0.474 0.002 -0.004 -0.014
H -5.356 2.886 -1.937 0.003 0.012 0.004
H -4.823 4.569 -2.068 0.001 -0.008 0.002
H -2.763 4.450 0.275 0.008 -0.013 -0.006
H -2.422 5.182 -1.300 0.005 -0.011 -0.001
H -1.372 3.894 -0.687 -0.014 0.010 0.004
F 1.224 -1.036 -4.745 -0.014 -0.091 -0.027
C 1.663 0.197 -4.435 0.079 -0.051 0.000
F 1.877 0.839 -5.594 0.052 0.090 -0.112
F 0.659 0.817 -3.817 -0.078 0.082 0.112
C 2.930 0.113 -3.520 -0.033 0.041 0.079
O 2.621 -0.263 -2.274 -0.154 -0.082 0.042
C 3.897 -0.961 -4.116 -0.060 0.038 0.063
F 3.471 -2.193 -3.831 -0.029 -0.092 0.036
F 5.121 -0.834 -3.588 0.120 0.001 0.072
F 4.030 -0.887 -5.449 -0.018 0.029 -0.162
C 3.658 1.497 -3.543 -0.032 -0.068 -0.038
F 4.521 1.594 -2.532 0.043 -0.004 0.088
F 2.778 2.502 -3.411 -0.114 0.081 0.040
F 4.339 1.721 -4.675 0.109 0.020 -0.171
C 1.621 1.222 4.792 -0.036 -0.056 -0.015
N 1.550 1.389 3.354 -0.090 0.048 -0.061
C 0.218 1.703 2.860 0.068 -0.076 -0.084
P 2.803 1.190 2.299 0.089 -0.244 0.004
O 2.586 1.943 1.028 -0.200 0.266 -0.012
N 3.067 -0.398 1.979 0.036 0.081 0.324
C 3.772 -0.845 0.789 0.016 0.011 -0.091
C 2.726 -1.438 2.924 0.008 -0.146 -0.025
N 4.100 1.731 3.196 -0.010 0.026 -0.059
C 5.431 1.227 2.879 -0.026 -0.005 0.001
C 4.100 3.150 3.537 0.004 -0.003 -0.022
H 0.976 0.400 5.127 0.002 0.003 -0.042
H 1.278 2.132 5.296 0.052 0.009 -0.001
H 2.640 1.008 5.099 0.035 0.030 0.014
H -0.476 0.881 3.070 0.010 0.010 0.047
H 0.246 1.860 1.784 -0.004 0.015 0.002
H -0.149 2.613 3.344 -0.026 -0.003 0.000
H 4.075 0.005 0.179 0.009 -0.026 -0.005
H 3.124 -1.471 0.170 -0.015 0.002 0.017
H 4.664 -1.420 1.062 0.007 0.011 0.014
H 1.998 -1.075 3.643 -0.038 -0.009 0.030
H 3.602 -1.815 3.468 0.018 0.036 -0.029
H 2.268 -2.278 2.394 -0.021 0.046 -0.022
H 5.400 0.150 2.733 0.006 0.006 0.003
H 6.097 1.442 3.717 0.003 -0.008 0.003
H 5.852 1.692 1.979 -0.017 0.003 0.008
H 3.091 3.474 3.786 -0.001 0.003 0.002
H 4.462 3.768 2.708 0.005 -0.009 0.011
H 4.743 3.313 4.405 -0.003 0.004 0.002

=====

Record 3
81
Properties=species:S:1:pos:R:3:forces:R:3 method="wB97M-V/def2-TZVPD" multiplicity=1 e_lumo_ev=1.8 charge=-1
N 0.632 -3.232 -1.960 -3.495 -3.602 -0.148
C -0.460 -4.086 -1.978 2.240 2.029 0.832
C -2.040 -3.602 -1.922 0.628 -0.578 1.024
B -2.463 -3.333 -3.518 2.359 1.218 0.647
Br -4.362 -3.834 -3.925 -0.918 -0.093 -0.088
C -2.112 -1.755 -3.899 -0.877 1.120 -0.421
C -2.086 -1.506 -5.521 0.370 0.055 0.391
C -0.578 -1.537 -6.192 -0.794 1.576 0.022
S 0.118 -3.273 -6.430 0.629 0.603 0.759
H 1.524 -3.806 -2.014 -1.588 0.640 0.054
H -0.196 -5.246 -2.013 -0.957 2.248 -0.130
H -2.201 -2.620 -1.272 0.675 -2.010 -1.179
H -2.767 -4.440 -1.489 1.938 1.486 -0.643
H -1.733 -3.993 -4.191 -0.107 -0.665 -0.344
H -1.106 -1.367 -3.410 -1.873 -0.793 -0.946
H -3.006 -1.112 -3.455 2.100 -1.130 -0.959
H -2.531 -0.434 -5.743 0.808 -2.129 0.176
H -2.736 -2.362 -6.031 1.312 1.977 0.913
H -0.701 -1.087 -7.284 0.477 -1.175 2.119
H 0.184 -0.812 -5.633 -1.656 -1.760 -1.050
H 0.928 -3.555 -5.304 -1.204 0.818 -1.022
C -4.651 1.321 -1.068 0.495 -0.130 0.092
C -4.683 1.178 -2.566 1.551 -0.459 -0.941
O -3.673 0.879 -3.201 -1.552 0.879 0.935
C -5.999 1.415 -3.258 0.092 -0.100 -0.478
H -3.637 1.121 -0.706 -0.198 0.038 -0.105
H -4.929 2.340 -0.786 -0.177 -0.097 0.060
H -5.334 0.600 -0.611 -0.097 0.173 0.019
H -6.337 2.438 -3.073 -0.132 -0.105 0.133
H -6.742 0.698 -2.898 -0.050 0.172 0.070
H -5.872 1.277 -4.336 0.008 -0.003 0.254
C 0.449 1.576 -1.907 -0.339 0.355 0.059
C 0.268 1.013 -0.523 -0.649 0.387 0.892
O -0.498 1.537 0.284 0.706 -0.484 -0.765
C 1.059 -0.216 -0.165 -0.256 0.119 0.400
H -0.184 2.462 -2.024 0.106 -0.199 0.030
H 1.491 1.869 -2.056 -0.003 -0.190 -0.087
H 0.153 0.833 -2.652 0.170 -0.022 0.013
H 2.129 -0.003 -0.236 -0.005 -0.097 -0.214
H 0.790 -1.039 -0.832 0.200 -0.098 -0.140
H 0.827 -0.510 0.864 0.000 0.084 -0.185
C 2.198 -6.702 1.009 0.015 0.497 0.156
C 2.391 -6.516 -0.472 0.169 1.617 -0.743
O 2.532 -5.396 -0.962 0.006 -1.666 0.755
C 2.407 -7.752 -1.331 0.044 0.212 -0.451
H 2.208 -5.724 1.502 -0.019 -0.207 -0.156
H 1.233 -7.180 1.200 0.150 -0.140 0.032
H 3.010 -7.308 1.416 -0.168 -0.148 -0.001
H 1.452 -8.276 -1.244 0.145 -0.115 0.098
H 3.229 -8.405 -1.028 -0.177 -0.106 0.082
H 2.555 -7.465 -2.377 -0.053 -0.031 0.247
C -1.187 4.569 0.488 -0.160 0.292 -0.384
C -1.035 6.052 0.692 -0.701 0.730 -1.161
O -1.490 6.858 -0.117 0.568 -0.799 1.012
C -0.304 6.511 1.926 0.024 0.539 -0.042
H -1.735 4.385 -0.443 0.142 0.030 0.227
H -0.202 4.101 0.412 -0.163 -0.118 0.229
H -1.751 4.135 1.317 0.260 -0.137 0.008
H 0.720 6.130 1.914 -0.112 -0.146 0.150
H -0.829 6.164 2.819 0.182 -0.141 -0.017
H -0.271 7.606 1.941 -0.025 -0.221 -0.025
C 2.538 1.735 3.054 -0.387 0.288 -0.197
C 3.645 2.404 2.283 -0.408 1.107 -1.063
O 3.405 3.271 1.445 0.327 -1.038 1.044
C 5.056 1.970 2.577 0.262 0.299 -0.316
H 1.575 2.147 2.737 0.196 -0.123 -0.019
H 2.542 0.660 2.853 0.050 0.026 0.192
H 2.665 1.922 4.123 0.145 -0.228 0.009
H 5.172 0.906 2.355 -0.007 0.017 0.224
H 5.294 2.168 3.625 -0.049 -0.231 -0.001
H 5.749 2.537 1.947 -0.180 -0.114 0.113
C 2.564 3.064 9.109 0.500 -0.108 0.081
C 2.532 2.921 7.611 1.321 -0.396 -0.904
O 3.542 2.622 6.977 -1.281 0.375 0.801
C 1.216 3.158 6.920 0.177 -0.089 -0.448
H 3.578 2.864 9.471 -0.224 0.041 -0.111
H 2.286 4.083 9.391 -0.180 -0.133 0.056
H 1.881 2.343 9.566 -0.101 0.205 0.022
H 0.878 4.181 7.104 -0.137 -0.135 0.116
H 0.473 2.441 7.279 -0.061 0.201 0.079
H 1.343 3.020 5.841 -0.030 0.037 0.255